Entry from OMol25: a molecular structure, C41H78F15Li2N3O13 in a non-equilibrium geometry (the ωB97M-V functional and the def2-TZVPD basis).

Values from the calculation:
* E_LUMO: 0.1 eV
* energy: -116044.701 eV
* HOMO: -8.16 eV
* energy relative to the best compared isomer or geometry (same formula, charge and spin): 17.9 kcal per mole
* HOMO-LUMO gap: 8.2 eV
* net charge: 0

Structure (XYZ):
```
152
Properties=species:S:1:pos:R:3:mulliken_charge:R:1
H 3.063 -2.861 -0.489 0.364
H 1.247 -3.535 1.871 -0.473
C 3.989 -0.100 2.419 -1.610
H -1.015 6.031 0.076 -0.113
O -0.345 3.633 3.214 -0.368
H 0.901 -4.703 -1.608 -0.377
C 0.800 3.322 2.497 0.058
H 3.615 -6.623 -0.871 0.602
H -0.111 7.000 -3.849 0.437
F -4.211 2.301 -7.475 -0.238
F 3.090 4.191 2.339 -0.243
F -2.639 -2.707 -6.784 -0.228
H -2.734 7.142 -3.530 0.252
H 3.310 -5.120 0.127 -0.163
C 5.741 -3.958 2.123 0.778
H -2.451 -5.474 -0.193 0.320
C 1.007 -5.788 -1.614 -0.653
C -3.047 1.313 -1.727 -0.749
F 1.655 4.795 0.861 -0.148
O -0.416 -2.036 -5.387 -0.262
O 0.799 -6.742 0.582 -0.556
H -1.287 -1.843 -1.846 -0.292
H 4.435 -0.761 3.161 0.496
C -3.522 -2.479 1.555 -1.015
H -4.510 -0.664 0.829 0.332
H -2.362 -2.935 -2.847 0.641
C 2.889 -0.769 -1.185 -0.903
H 4.390 0.914 2.400 0.454
C 3.072 -6.170 -0.041 -0.720
H -0.070 8.383 -2.803 0.347
H -1.130 -3.594 1.839 0.227
C 1.780 4.507 2.177 0.478
C -0.302 -2.112 -6.726 0.296
C -2.235 -5.101 0.808 -1.684
H -1.992 3.137 4.255 0.468
C -1.914 -2.735 -1.873 -0.624
Li -0.912 -1.152 0.743 -0.232
H -0.586 4.002 -0.473 -0.494
O 4.333 -3.961 4.099 -0.552
H -1.563 1.906 -3.177 0.192
H 1.615 -6.072 -2.473 0.539
H 3.605 -1.714 1.165 -1.182
H -4.353 -3.153 1.347 0.457
H -0.911 0.903 -0.887 -1.890
H -2.085 4.895 -2.248 0.272
F -0.566 -2.548 8.597 -0.240
H 4.392 1.271 -1.074 0.430
H 4.981 -0.740 0.623 0.328
C -0.436 -0.234 5.301 0.227
H -3.148 -5.238 1.388 0.348
F 5.588 -3.898 0.765 -0.248
H 2.996 0.127 2.808 0.086
H -2.451 1.667 -0.886 -0.249
C 0.139 7.863 0.089 -1.239
H -3.673 -1.828 -0.979 0.581
C -1.482 -2.748 -7.476 0.875
H 0.801 4.245 -1.440 0.365
F 6.586 -2.963 2.456 -0.257
O 1.106 2.171 2.173 0.403
C 1.432 -4.876 3.533 -1.616
H -0.721 0.338 -4.717 0.181
C -0.626 7.468 -3.010 -0.610
H 1.969 -4.928 4.479 0.466
H -0.552 -0.742 4.344 -0.057
H 0.571 -1.392 3.059 -1.372
O 0.427 -1.117 2.132 1.506
H 1.708 -0.531 5.570 0.318
H 1.586 -1.594 -4.791 0.420
O -1.300 0.728 7.718 -0.553
H 1.508 -2.085 -0.222 0.070
H 0.037 -6.257 -1.779 0.328
C -1.021 5.098 -2.369 -1.190
H -3.281 2.493 2.537 0.549
H -2.568 8.501 -2.524 0.286
C -2.058 7.973 -3.330 -1.117
H 0.362 -4.844 3.738 0.418
H -2.108 8.591 -4.226 0.422
H -0.638 -3.596 0.194 -0.444
H 0.825 0.559 -3.765 -0.489
H -0.483 3.032 -1.802 -0.162
C -1.404 2.691 3.453 0.877
H 0.423 8.683 -0.571 0.359
C -1.085 -0.476 7.618 0.453
H -2.926 0.230 -1.758 -0.021
C -2.632 2.040 -3.013 0.599
C 0.343 0.116 -4.637 -0.371
H 1.993 -2.769 3.186 0.444
F -3.636 0.270 -6.856 -0.194
H 3.743 -0.697 -1.859 0.475
H 2.168 -2.705 -1.866 0.579
C 3.555 1.317 -0.377 -1.675
H -0.349 8.277 0.971 0.371
H 3.244 -6.827 0.812 0.269
F -1.677 -1.983 -8.527 -0.253
C 0.545 -1.379 -4.548 0.622
C -2.258 2.639 2.192 -0.669
F -1.188 -3.990 -7.856 -0.251
O 3.266 -3.976 2.089 0.333
C 2.335 -2.178 -0.926 -1.368
H -1.808 7.433 -0.629 0.407
C -3.154 2.005 -5.359 0.430
O -0.343 0.434 -0.245 2.459
H -3.624 -3.505 -0.867 0.448
C -1.521 -3.690 0.826 0.572
H -2.820 3.108 -2.902 -0.025
H 0.368 -1.718 -3.527 -0.426
C -0.865 6.889 -0.579 0.046
F -5.274 1.273 -5.886 -0.245
C 3.963 -0.696 1.010 0.721
O 0.765 -1.803 -7.372 -0.573
H 1.624 -5.839 3.058 0.262
C -2.963 -2.639 -0.818 -1.074
H -0.866 5.018 -3.445 0.451
N -2.426 -2.567 0.557 1.374
F 6.306 -5.114 2.420 -0.250
H 1.324 0.794 4.520 -0.161
H 3.897 1.887 0.487 0.307
C 1.581 -6.302 -0.281 0.820
C 4.350 -3.880 2.856 0.373
C -1.305 -1.463 8.789 0.816
H -3.265 -0.466 2.063 0.091
H -3.214 -2.824 2.542 0.477
Li 1.163 0.248 0.994 -0.500
H -1.197 0.546 5.299 0.503
H -0.971 1.723 3.708 -1.053
F 1.471 5.568 2.943 -0.249
F -2.579 -1.880 8.874 -0.250
N -0.529 6.472 -1.964 0.306
H 1.038 0.978 6.307 0.486
H 1.019 7.321 0.433 0.157
C -4.093 -1.097 1.739 -1.169
C -4.100 1.475 -6.420 0.750
H -2.122 3.628 1.753 0.279
H -1.594 -5.863 1.251 0.472
H 2.142 -0.244 -1.781 -0.082
H -1.939 1.846 1.515 -0.341
C 2.537 2.272 -0.951 -0.566
H 2.917 3.293 -0.990 0.771
C -0.271 4.061 -1.515 0.316
N 3.065 -0.015 0.082 2.037
O -0.722 -1.042 6.483 -0.405
H -1.252 -3.591 -1.744 0.032
C 1.959 -3.730 2.673 0.036
H -4.093 1.512 -1.498 0.547
O -3.454 1.637 -4.067 -0.279
O -2.095 2.671 -5.622 -0.552
F -0.968 -0.902 9.956 -0.237
H -4.748 -1.083 2.610 0.444
C 1.023 0.308 5.448 -0.790
H 1.695 2.327 -0.261 -0.271
H 2.231 1.924 -1.938 0.252
H 0.744 0.535 -5.560 0.478
```